1.
C28H16F5FeN4O2S4 as an isolated structure at a distorted geometry. Source: OMol25; level of theory: ωB97M-V/def2-TZVPD.

```
60
Properties=species:S:1:pos:R:3:forces:R:3:mulliken_charge:R:1
Fe 0.415117 -0.956555 1.454570 -0.206 -0.683 0.443 0.413
F 0.222417 3.929045 6.241770 0.016 -0.251 -0.125 -0.297
C 0.085717 2.716445 5.694170 -0.094 -0.233 -0.127 0.571
C 0.747817 2.391845 4.513770 0.007 0.079 -0.011 -0.112
F 1.530217 3.291445 3.902470 -0.084 -0.073 0.141 -0.333
C 0.573317 1.138045 3.957170 -0.415 -0.415 0.268 -0.238
F 1.247517 0.833945 2.799470 -0.059 0.333 0.294 -0.232
C -0.269583 0.164845 4.508470 0.166 0.956 0.277 0.728
S -0.501883 -1.374755 3.784170 0.454 -0.816 -1.096 -0.382
C -0.914683 0.519145 5.707970 0.278 0.034 -0.456 0.102
F -1.725283 -0.362755 6.298370 0.069 0.165 -0.027 -0.328
C -0.745683 1.765645 6.287870 0.152 0.151 -0.062 0.296
F -1.387183 2.073445 7.417170 0.079 -0.026 -0.129 -0.287
S 0.511817 -3.396455 1.065970 -0.299 0.700 0.118 -0.235
C 2.215717 -3.184755 0.924970 0.650 -0.808 -0.216 0.910
S 2.765617 -1.560655 1.122470 -0.754 0.487 0.261 -0.330
C 3.082917 -4.237155 0.683270 -0.897 1.156 0.287 0.417
C 4.458917 -4.028355 0.490870 0.587 0.275 -0.057 -0.067
N 5.581517 -3.864955 0.308870 0.294 0.088 -0.040 -0.487
C 2.647217 -5.571255 0.657370 -0.345 -0.526 -0.002 -0.135
N 2.319817 -6.671855 0.662270 -0.171 -0.336 -0.059 -0.483
O -0.149783 -0.501855 -0.623030 0.159 -0.851 1.047 -0.018
S -0.346183 0.511845 -1.707430 1.061 0.171 -1.281 0.186
C -0.406383 -0.453855 -3.235330 -0.306 0.026 0.281 0.532
C -0.007783 -1.776655 -3.235330 0.033 -0.030 0.232 -0.226
C -0.037583 -2.485355 -4.425430 -0.008 0.044 0.012 -0.795
C -0.481183 -1.871255 -5.585930 -0.002 -0.058 -0.027 -0.468
C -0.899983 -0.549755 -5.565830 0.037 0.021 -0.035 -0.643
C -0.865283 0.168245 -4.383330 -0.021 0.079 0.128 -0.381
C 1.328117 1.145345 -2.001330 -0.346 0.208 0.174 0.619
C 2.410017 0.311245 -1.790330 -0.079 -0.251 0.012 -0.392
C 3.692217 0.805545 -1.950530 -0.103 -0.006 -0.009 -0.840
C 3.876217 2.121145 -2.344630 0.022 0.035 -0.048 -0.472
C 2.785517 2.942645 -2.579730 0.091 0.067 -0.043 -0.621
C 1.501417 2.459445 -2.395930 -0.160 -0.023 0.045 -0.363
H 0.300517 -2.240455 -2.309430 0.061 -0.085 0.077 0.349
H 0.281617 -3.516255 -4.442930 0.005 -0.084 0.016 0.441
H -0.514683 -2.432555 -6.508030 0.008 -0.015 -0.070 0.392
H -1.256183 -0.082455 -6.470730 -0.042 0.061 -0.067 0.406
H -1.195883 1.195745 -4.343530 -0.059 0.132 -0.074 0.413
H 2.247817 -0.712855 -1.493630 0.037 -0.085 0.074 0.459
H 4.539817 0.164245 -1.766230 0.074 -0.085 0.016 0.486
H 4.876017 2.504745 -2.473930 0.104 0.063 -0.012 0.405
H 2.938517 3.962345 -2.898030 -0.014 0.101 -0.007 0.399
H 0.643817 3.092445 -2.556630 -0.143 0.177 -0.020 0.418
N -5.134683 -1.078555 0.673570 -0.146 -0.277 0.133 -0.311
C -4.725383 -0.003755 -0.031130 0.128 -0.155 0.104 0.317
O -5.332983 0.420845 -0.989230 -0.119 0.204 -0.199 -0.633
C -3.453983 0.654245 0.420770 0.233 0.347 -0.004 0.278
C -3.212383 1.954545 -0.026030 -0.054 -0.258 0.174 -0.426
C -2.042883 2.588145 0.347370 -0.071 -0.012 0.222 -0.874
C -1.141783 1.899345 1.144070 -0.155 0.325 -0.074 -0.510
N -1.353583 0.654845 1.555870 0.516 -0.262 -0.324 0.476
C -2.483083 0.047545 1.208170 -0.340 0.080 -0.060 -0.126
H -6.000583 -1.513055 0.397270 0.080 0.008 -0.003 0.235
H -4.671983 -1.417355 1.497070 -0.006 0.079 0.017 0.187
H -3.952683 2.431445 -0.652730 -0.010 0.001 -0.050 0.494
H -1.824383 3.595145 0.031770 0.024 0.121 -0.023 0.521
H -0.215183 2.359245 1.457370 0.146 0.036 -0.018 0.483
H -2.576483 -0.968655 1.569570 -0.060 -0.108 0.006 0.108
```
Forces are in eV/Å.

For the LUMO energy (spin up / spin down), the calculation gives -0.0294 / -0.0854 hartree. As for the multiplicity: 6. The calculation puts the maximum force at 1.67 eV/Å. The total energy is -130665.0764 eV. As for the gap between HOMO and LUMO (spin up / spin down): 7.486 / 5.828 eV. The calculation puts the HOMO energy (spin up / spin down) at -8.3 / -8.2 eV.



2.
C27H36N6O3Re as an isolated structure at a distorted geometry. Source: OMol25; level of theory: ωB97M-V/def2-TZVPD.

```
73
Properties=species:S:1:pos:R:3:forces:R:3:mulliken_charge:R:1
Re -0.286695 -0.044258 -0.126279 -0.492 -0.429 1.292 1.400
C -1.335069 1.972294 -0.467778 -0.118 0.131 -0.124 -0.276
C -0.993468 2.348311 0.888652 0.012 0.036 -0.070 -1.291
C -1.500450 1.395354 1.727002 -0.116 -0.237 -0.183 -0.513
C -2.240591 0.417158 0.924693 0.182 0.188 -0.028 -0.887
C -2.272197 0.903152 -0.405224 0.107 0.146 -0.267 -0.548
H -1.140357 2.556286 -1.354858 0.095 0.002 0.033 0.595
H -0.381265 3.193100 1.165366 0.014 0.023 0.025 0.598
H -1.370461 1.338675 2.794855 0.064 -0.017 0.057 0.676
H -2.844426 -0.381946 1.321702 -0.001 0.010 -0.015 0.930
H -2.879134 0.547150 -1.224994 0.107 -0.153 -0.010 0.718
N 1.531764 1.067916 0.054925 -0.003 -0.082 0.001 -0.600
C 2.720746 0.187254 0.294105 -0.093 0.493 0.274 -0.710
C 2.581444 -1.027861 -0.558714 -0.177 -0.484 -0.322 -0.521
N 1.232475 -1.631956 -0.296135 0.212 0.511 -0.674 -0.486
H 1.621889 1.565755 -0.845910 0.157 -0.113 -0.014 0.316
H 1.491235 1.765039 0.791600 0.011 0.003 -0.024 0.310
H 2.727441 -0.074262 1.352628 -0.003 0.015 -0.024 0.240
H 3.637840 0.725964 0.054451 -0.026 0.003 0.037 0.550
H 3.380173 -1.745363 -0.366649 -0.066 0.003 0.004 0.594
H 2.611893 -0.754829 -1.614493 0.010 -0.025 0.007 0.191
H 1.222649 -2.134137 0.586119 0.087 0.032 0.067 0.495
H 1.007825 -2.287582 -1.043875 -0.068 -0.019 0.058 0.257
C -0.241002 -2.268100 5.146821 0.024 -0.057 -0.013 -1.237
N -0.085506 -1.265067 4.091001 0.071 0.045 0.049 0.143
C 0.874002 -0.209499 4.402140 0.015 -0.032 0.006 -1.035
C -0.493596 -1.455569 2.832191 0.020 0.278 -0.092 0.290
O 0.156975 -0.859791 1.895781 0.093 -0.179 -0.128 -1.209
N -1.567458 -2.224926 2.592394 -0.136 -0.118 -0.046 0.305
C -2.660267 -2.383582 3.551937 0.006 0.009 0.024 -1.247
C -1.759030 -2.946648 1.341277 -0.009 -0.046 -0.015 -0.979
H 0.735594 -2.429596 5.601682 -0.005 -0.006 0.017 0.412
H -0.580272 -3.212789 4.731634 0.026 0.042 0.031 0.429
H -0.933905 -1.932548 5.917484 0.005 -0.018 0.010 0.357
H 0.691784 0.130633 5.420200 0.006 0.007 -0.020 0.424
H 0.759776 0.626233 3.721133 -0.031 0.037 -0.034 0.308
H 1.897067 -0.584424 4.336594 0.018 0.004 0.014 0.334
H -2.598570 -1.623136 4.326231 -0.010 -0.042 -0.036 0.377
H -2.664097 -3.372818 4.009546 -0.026 0.005 0.002 0.376
H -3.600333 -2.254133 3.015291 -0.029 -0.003 -0.009 0.439
H -0.951922 -2.761616 0.640145 -0.001 0.043 0.019 0.171
H -2.699254 -2.657851 0.869072 0.022 0.017 -0.043 0.397
H -1.795755 -4.019679 1.538257 -0.021 0.011 0.026 0.451
O 1.409660 1.569005 -2.828890 0.050 0.026 -0.013 -0.725
C 0.592489 0.706918 -3.094113 -0.138 -0.114 -0.123 -0.518
N 0.157303 0.232551 -4.281102 0.035 0.011 0.028 -0.009
C -0.885606 -0.806038 -4.171751 -0.012 -0.004 -0.002 3.480
C -0.886705 -0.968871 -2.651109 -0.087 0.062 0.068 -1.159
O -1.510847 -1.705530 -1.882919 0.082 -0.017 -0.049 -0.614
N -0.088652 -0.028193 -2.114385 0.101 0.005 0.184 1.421
C -2.275702 -0.267713 -4.523123 0.008 -0.014 0.021 -0.686
C -2.451303 1.001474 -5.056458 0.003 0.026 -0.011 -0.278
C -3.728948 1.461755 -5.356006 0.014 -0.022 0.012 -0.931
C -4.831768 0.661174 -5.112671 0.000 -0.016 0.008 -0.482
C -4.659153 -0.606798 -4.568781 0.022 0.028 -0.011 -1.037
C -3.388494 -1.070462 -4.274123 0.013 0.002 -0.017 0.140
C -0.474061 -2.072199 -4.906434 0.030 -0.009 0.027 0.035
C -1.125176 -2.503874 -6.051328 0.017 -0.017 -0.017 -0.259
C -0.678072 -3.639386 -6.717968 0.003 0.018 0.022 -0.969
C 0.414821 -4.345320 -6.244502 -0.008 0.024 0.011 -0.534
C 1.076386 -3.912064 -5.101153 -0.019 0.006 -0.011 -0.999
C 0.632178 -2.780681 -4.441733 -0.020 -0.029 -0.030 -0.073
H 0.557843 0.518359 -5.160647 0.003 0.014 0.018 0.296
H -1.601189 1.639888 -5.253734 0.005 0.010 -0.003 0.465
H -3.855755 2.445704 -5.785738 0.003 0.016 -0.007 0.453
H -5.823872 1.018513 -5.351134 -0.017 0.002 -0.002 0.442
H -5.516198 -1.238827 -4.384242 -0.031 -0.021 0.006 0.446
H -3.256368 -2.062407 -3.862339 -0.002 -0.031 0.010 0.540
H -1.978340 -1.961414 -6.433005 -0.033 0.021 -0.003 0.494
H -1.189096 -3.967333 -7.612124 -0.009 -0.008 -0.020 0.444
H 0.757489 -5.227723 -6.766176 0.008 -0.019 -0.008 0.422
H 1.937432 -4.453555 -4.734697 0.017 -0.014 0.008 0.438
H 1.170510 -2.431157 -3.565117 0.028 0.028 0.042 0.211
```
Forces are in eV/Å.

For the LUMO energy (spin up / spin down), the calculation gives -0.2510 / -0.2389 hartree. As for the multiplicity: 2. The calculation puts the maximum force at 1.45 eV/Å. The total energy is -45784.3383 eV. Its net charge is +2. As for the gap between HOMO and LUMO (spin up / spin down): 6.899 / 7.225 eV. The calculation puts the HOMO energy (spin up / spin down) at -13.7 / -13.7 eV.



3.
One molecule with the formula C2H3BrN2S at a distorted geometry. Source: OMol25; level of theory: ωB97M-V/def2-TZVPD.

```
9
Properties=species:S:1:pos:R:3:forces:R:3:mulliken_charge:R:1
C 0.357447 0.069595 0.414970 2.812 -0.392 -0.739 0.063
C 1.569029 0.616811 0.305373 0.374 -2.420 -0.188 -0.507
N -0.695190 0.907178 0.522631 -2.064 1.053 0.137 -0.390
N -1.815397 -0.955171 -0.654359 0.840 0.797 0.439 -0.531
S -2.041707 0.453366 -0.086170 1.107 -0.814 0.319 0.371
Br 3.191208 -0.323455 -0.176091 -1.099 0.387 0.431 -0.141
H 0.332675 -0.975217 0.210988 -0.822 -0.724 0.091 0.422
H 1.713751 1.610395 0.459314 0.594 2.727 0.231 0.457
H -2.611818 -1.403506 -0.996653 -1.743 -0.614 -0.722 0.254
```
Forces are in eV/Å.

For the LUMO energy (spin up / spin down), the calculation gives -0.0335 / -0.0334 hartree. As for the multiplicity: 1. The calculation puts the maximum force at 2.93 eV/Å. The total energy is -85977.8893 eV. As for the gap between HOMO and LUMO (spin up / spin down): 7.776 / 7.778 eV. The calculation puts the HOMO energy (spin up / spin down) at -8.7 / -8.7 eV.